<i>
This record from the Open Molecules 2025 dataset describes an isolated molecule of C4H11NS. The level of theory is ωB97M-V with the def2-TZVPD basis set.

Last column: natural (NBO) charge in e.
Atoms and positions in Å:
H  0.10  2.08  -1.08  0.194
H  -2.11  -0.05  2.36  0.214
H  -0.22  -1.45  0.49  0.148
C  -1.38  -0.83  2.13  -0.607
S  1.93  0.61  -2.92  -0.059
C  -0.91  -0.62  0.70  -0.216
N  -0.36  0.70  0.44  -0.614
H  -0.53  -0.85  2.80  0.197
H  -0.56  0.54  -1.63  0.197
H  -1.76  -0.83  0.05  0.183
H  1.73  -0.43  -0.76  0.215
H  1.56  -0.64  -3.23  0.123
H  2.22  1.31  -0.63  0.221
C  1.57  0.59  -1.12  -0.522
H  -1.87  -1.79  2.25  0.212
H  0.47  0.64  1.03  0.338
C  0.10  1.01  -0.90  -0.225

Calculated values
net charge	0
spin multiplicity	1
SMILES	CCNCCS
molecular weight	105.21	g mol⁻¹

<ii>
This record from the Open Molecules 2025 dataset describes an isolated molecule of C4H11NS. The level of theory is ωB97M-V with the def2-TZVPD basis set.

Last column: natural (NBO) charge in e.
Atoms and positions in Å:
H  1.26  2.01  -2.98  0.214
C  -0.05  1.37  -1.39  -0.230
H  0.24  0.63  -3.34  0.223
H  -0.39  2.25  -0.82  0.160
C  0.27  1.60  -2.85  -0.617
C  0.23  -0.36  0.87  -0.539
C  -1.14  -0.27  0.17  -0.214
N  -0.95  0.24  -1.20  -0.624
S  0.70  -1.46  2.26  -0.037
H  -1.63  -1.25  0.16  0.203
H  -0.52  -1.67  2.78  0.117
H  -1.88  0.53  -1.48  0.352
H  0.44  0.66  1.18  0.210
H  -1.75  0.47  0.71  0.162
H  0.88  1.16  -0.88  0.191
H  0.85  -0.76  0.07  0.226
H  -0.47  2.22  -3.36  0.202

Calculated values
net charge	0
spin multiplicity	1
SMILES	CCNCCS
molecular weight	105.21	g mol⁻¹

The structure shown above that is least stable: <ii>.